# 1
26
Properties=species:S:1:pos:R:3:mulliken_charge:R:1 method="wB97M-V/def2-TZVPD" multiplicity=1 smiles="CC[P@]1(=S)SC(C)=CC1(C)C" e_tot_ha=-1451.52969 homo_ev=-8.503 de_lowest_kcal_mol=4.5 lumo_ev=0.67 orbital_gap_ha=0.337
S -2.2707 0.5172 2.2411 -0.3721
S -1.1529 1.6932 -0.7682 -0.2348
P -1.1185 0.2636 0.7945 0.3486
C 0.7634 0.4234 1.1294 1.5798
C 0.9859 1.6792 2.0008 -1.4403
C 1.3022 0.7489 -0.2683 -1.4099
C 1.4489 -0.7431 1.7959 -2.2014
C -1.4430 -1.1903 -0.2055 -0.7423
C 0.6476 1.4057 -2.6974 -1.3181
C -3.0120 -1.0683 -0.6013 -0.8825
C 0.4154 1.1957 -1.1606 0.7747
H 1.5494 0.8625 -3.1070 0.3347
H -0.2649 1.0982 -3.2236 0.3670
H -1.0241 -2.0115 0.3624 0.4783
H 1.1636 -0.9420 2.7532 0.4639
H 2.0599 1.8536 2.1612 0.4173
H 2.2259 0.3851 -0.5453 0.4295
H -3.5683 -1.7625 -0.0025 0.2951
H 0.5092 1.7725 2.9786 0.3124
H 0.6715 2.5416 1.2962 0.3341
H -0.8266 -1.1487 -1.0602 0.4569
H -3.2983 0.0572 -0.4698 0.2928
H 2.4505 -0.5578 1.6594 0.5429
H 1.2939 -1.5987 1.2600 0.5934
H 0.7936 2.5207 -2.8647 0.3029
H -3.0130 -1.4281 -1.7109 0.2771

=====

# 2
47
Properties=species:S:1:pos:R:3:mulliken_charge:R:1 method="wB97M-V/def2-TZVPD" multiplicity=1 total_charge=+1 e_tot_ha=-3650.98325 homo_ev=-11.815 de_lowest_kcal_mol=116.0 lumo_ev=-10.60 orbital_gap_ha=0.045
S 0.1790 3.1256 3.6045 1.0882
S 0.2626 5.8989 -4.0970 1.0837
S -4.5244 -5.0689 2.4886 1.0882
S 8.3846 -4.4027 -1.3204 1.1416
Al 1.4747 -1.4237 -1.8967 0.9993
F -1.5074 4.1851 5.3652 -0.1804
F -2.2934 4.1480 3.2843 -0.1947
F 8.4519 -5.2342 1.1129 -0.1786
F -2.2461 2.3263 4.5330 -0.1718
F 9.4451 -3.2556 0.7866 -0.1927
F 10.3751 -5.2807 0.1565 -0.1844
O -0.7633 5.8347 -5.1324 -0.5870
O -4.3461 -5.3753 3.9183 -0.5661
O 9.2840 -3.6798 -2.2003 -0.4085
O -0.0785 2.2683 2.4200 -0.4345
O 0.9876 4.7137 -3.6086 -0.6132
O -3.4877 -4.3204 1.7133 -0.5868
O 0.8064 2.3333 4.6633 -0.4030
O 0.9263 4.3808 3.2896 -0.4033
O 8.1683 -5.7858 -1.7382 -0.4086
O 7.1268 -3.7070 -1.1976 -0.4293
O -4.9652 -6.4975 1.6882 -0.3232
O 1.3392 6.9917 -4.6534 -0.2571
C 3.2414 8.2259 -4.8090 -1.1100
C -6.1692 -4.2084 2.3192 -0.8722
C -0.4234 6.8850 -2.6180 -0.8320
C -5.7094 -7.5134 2.4155 -0.2965
C 2.5888 7.0544 -4.0694 -0.2163
C -1.6382 3.4645 4.2673 0.6835
C -6.6596 -8.3399 1.4744 -1.0395
C 9.2304 -4.5436 0.3116 0.6769
H -6.6472 -4.4190 1.3625 0.3272
H -7.1987 -8.9678 2.1837 0.3367
H -6.2186 -8.9474 0.6842 0.3080
H -1.1514 6.1967 -2.1886 0.3546
H -7.3388 -7.6257 1.0090 0.2764
H -6.0157 -3.1365 2.4442 0.3576
H 4.0708 8.6495 -4.2425 0.3640
H -0.8848 7.7968 -2.9973 0.3016
H 3.5922 7.8808 -5.7816 0.2884
H 0.4827 7.0530 -2.0360 0.3061
H 2.4189 8.9292 -4.9388 0.2921
H 2.4282 7.1009 -2.9923 0.3281
H 3.1382 6.1214 -4.1947 0.2972
H -6.2828 -7.0274 3.2048 0.3264
H -6.8542 -4.7397 2.9799 0.3103
H -4.9990 -8.0645 3.0317 0.3536

=====

# 3
29
Properties=species:S:1:pos:R:3:mulliken_charge:R:1 method="wB97M-V/def2-TZVPD" multiplicity=2 total_charge=+2 e_tot_ha=-857.12728 homo_ev="-15.696 / -17.543" de_lowest_kcal_mol=5.9 lumo_ev="-8.29 / -8.27" orbital_gap_ha="0.272 / 0.341"
Al -0.0711 0.3854 -0.8836 0.4722
O 1.2095 1.1729 -2.0192 -0.3834
O 0.7789 1.2129 0.5942 0.0480
O -1.7830 -0.0211 -0.0326 -0.0854
O 0.1447 -1.5123 -1.0007 0.0668
C 0.4935 1.0548 1.9243 0.0712
C 2.1270 1.5290 0.1858 -0.3902
C -0.7759 1.3996 2.3310 -1.0696
C -2.5224 0.7663 0.8450 -0.6792
C -1.1049 -2.1743 -0.8206 -0.5592
C -1.8278 -1.4276 0.2692 -0.4911
C 2.0120 2.0087 -1.2573 -0.4703
C 1.0991 -2.2585 -1.7526 -0.6813
H -0.9466 -3.2140 -0.5016 0.4122
H -2.9320 0.2611 1.7212 0.4189
H 2.7184 0.6053 0.2742 0.3388
H 0.6565 -2.5819 -2.7045 0.3417
H 1.2503 0.5075 2.4884 0.4726
H -1.3288 -1.5743 1.2381 0.3910
H 1.9511 -1.5973 -1.9387 0.2924
H 1.4294 -3.1256 -1.1663 0.3122
H -1.0440 1.1247 3.3522 0.4271
H -3.0294 1.6101 0.3736 0.3893
H 2.5378 2.3031 0.8474 0.4334
H 3.0439 2.0800 -1.6513 0.3799
H -1.1418 2.3662 1.9658 0.3530
H -1.6658 -2.1840 -1.7666 0.4109
H 1.5956 3.0366 -1.2401 0.3022
H -2.8740 -1.7532 0.3253 0.4759

=====

# 4
28
Properties=species:S:1:pos:R:3:mulliken_charge:R:1 method="wB97M-V/def2-TZVPD" multiplicity=1 e_tot_ha=-589.49075 homo_ev=-6.511 de_lowest_kcal_mol=57.5 lumo_ev=0.42 orbital_gap_ha=0.255
F 2.5049 3.0657 0.6759 -0.2981
O 0.3655 -0.0874 0.9620 -0.5628
O 0.0752 1.8053 -0.4922 -0.1185
C 0.2379 0.8739 -1.6023 -0.5741
C 2.1195 1.8728 1.2868 -0.3754
C -0.9614 -0.0765 0.4947 1.7543
C -2.3012 1.4737 -1.1473 -1.3977
C -1.9642 0.5666 1.5198 -2.0336
C 3.1148 -1.8964 -0.5125 -0.7982
C -0.9584 0.8690 -0.6982 0.6391
C -1.4252 -1.4935 0.0626 -1.4225
B 0.9824 1.1629 0.6628 0.1999
H -2.9446 0.5348 1.2297 0.5324
H 0.7722 -0.0451 -1.4589 0.0959
H -1.9496 -2.1213 0.7386 0.4156
H 2.0924 -2.0386 -0.7420 0.0607
H 3.3887 -1.4348 0.3755 0.2441
H -0.5405 -1.9940 -0.3379 0.1550
H -2.1036 2.3600 -1.8166 0.3813
H -2.7148 0.7773 -1.8569 0.3605
H -1.8969 -0.0122 2.4531 0.4264
H 0.0457 1.3494 -2.6201 0.3500
H -2.9069 1.7137 -0.1739 0.2979
H 2.8706 1.7986 2.0699 0.3452
H 3.4501 -1.1798 -1.3852 0.2223
H -1.6788 1.6210 1.6658 0.4287
H -2.2726 -1.3309 -0.6165 0.3860
H 3.6875 -2.9140 -0.6026 0.2857

=====

# 5
33
Properties=species:S:1:pos:R:3:mulliken_charge:R:1 method="wB97M-V/def2-TZVPD" multiplicity=1 e_tot_ha=-1243.53016 homo_ev=-9.827 de_lowest_kcal_mol=86.5 lumo_ev=0.14 orbital_gap_ha=0.366
S -1.7818 -2.8186 -0.0876 0.6284
O 1.6499 2.0006 -0.7029 -0.6245
O -3.3356 -3.0519 -0.1310 -0.5255
O -1.2703 -2.7959 1.5564 -0.3713
O 3.4709 -0.6506 1.0838 -0.5981
O 3.3958 -1.3582 -1.3732 -0.5677
O -1.3551 -1.2865 -0.6949 -0.3836
N -0.7384 2.4192 -0.7209 0.1181
C 0.4250 1.5307 -1.0739 0.1525
C 1.1030 -1.5294 0.2021 -0.0495
C 0.4134 0.1301 -1.9085 -0.6406
C -2.0865 1.8194 -1.0046 -0.6350
C -0.6267 3.0480 0.6475 -0.7580
C 0.0978 -1.2262 -1.0544 -0.0679
C 0.4848 -0.8402 1.5537 0.0723
C -0.9829 -1.4296 2.0172 -0.3909
B 2.6958 -1.2000 -0.0814 0.3627
H -0.4135 0.1954 -2.7672 0.3862
H 1.0590 -2.7085 0.3869 0.3519
H -0.9415 -1.4847 3.2091 0.3355
H 0.2462 -2.1360 -1.8145 0.4070
H -2.1801 1.2076 -1.9961 0.2503
H 3.0482 0.2371 1.3549 0.3390
H -1.8521 -0.6493 1.7853 0.1973
H -2.3364 1.0707 -0.1095 0.1204
H 1.2451 -1.0344 2.4518 0.3917
H -2.8964 2.6875 -0.9225 0.3478
H 0.3836 0.3198 1.4412 -0.3099
H 0.1587 2.5591 1.3635 0.2139
H -0.2839 4.1771 0.4657 0.2803
H 1.4469 0.0823 -2.5044 0.2845
H 3.4322 -0.4143 -1.7573 0.3658
H -1.6749 3.1295 1.1857 0.3167

=====

# 6
32
Properties=species:S:1:pos:R:3:mulliken_charge:R:1 method="wB97M-V/def2-TZVPD" multiplicity=1 e_tot_ha=-20905.96319 homo_ev=-7.835 de_lowest_kcal_mol=367.9 lumo_ev=0.11 orbital_gap_ha=0.292
Br -0.5641 -0.8372 -1.6020 -0.2927
Br -3.1561 -0.1676 -2.2420 -0.1584
Br -1.8571 -1.9245 1.8335 -0.2322
Br 0.4728 0.1083 2.2211 -0.1446
Br 2.9846 -0.4966 -6.1182 -0.2027
Br -2.6191 0.8263 5.5635 -0.1788
Br 0.9288 2.2032 -0.5519 -0.2038
Br 2.7888 0.9147 -1.5442 -0.2102
C 1.4178 0.4079 0.1576 -0.7294
C 3.5541 0.0404 -4.2767 -0.6985
C -2.4884 -1.6910 -0.1021 -0.3862
C 0.0940 -0.3999 0.2404 -0.9851
C -0.8735 0.8824 4.7037 -0.6806
C -2.7968 -0.2044 -0.3524 -0.7219
C 2.3690 0.0769 -3.3220 -0.5947
C -1.1014 0.7711 3.1673 -0.4820
H -0.3058 1.7157 5.1179 0.4416
H 1.6673 0.6739 1.1848 0.6125
H 2.2248 -0.0248 -0.4336 0.5512
H -1.8233 -0.0247 2.9836 0.2543
H -1.6471 -1.9979 -0.7235 0.3682
H 0.1724 -1.3649 0.7411 0.8253
H -3.7019 0.1527 0.1387 0.4714
H 3.9915 1.0379 -4.3182 0.3973
H -1.3348 1.7848 2.8417 0.3800
H 1.5187 0.6375 -3.7103 0.4067
H -0.2677 0.0655 5.0958 0.3515
H -1.9554 0.4847 -0.2789 0.4553
H -3.3567 -2.3108 -0.3256 0.4512
H 1.9705 -0.9082 -3.0792 0.3478
H -0.6657 0.1163 0.8272 0.1707
H 4.3598 -0.5478 -3.8373 0.4168